Entry 1:
9
Properties=species:S:1:pos:R:3 method="wB97M-V/def2-TZVPD" homo_lumo_gap_ha="0.27502 / 0.29085" de_lowest_kcal_mol=49.2 max_force_ha_per_bohr=0.0396 homo_ha="-0.261 / -0.345" lumo_energy_ev="0.382 / -1.474" spin_multiplicity=3
C -3.000 1.284 0.053
N -0.964 -1.068 0.160
O 0.213 0.497 -1.225
F -3.237 2.340 -0.738
F -3.495 1.588 1.271
S -0.345 0.326 0.297
I -3.714 -0.557 -0.705
H -1.336 -1.481 0.996
H 0.845 1.218 -1.314

---

Entry 2:
120
Properties=species:S:1:pos:R:3 method="wB97M-V/def2-TZVPD" homo_lumo_gap_ha="0.10118 / 0.10649" de_lowest_kcal_mol=0.0 max_force_ha_per_bohr=0.1863 homo_ha="0.025 / 0.020" lumo_energy_ev="3.441 / 3.439" spin_multiplicity=7 charge=-2
V 8.962 4.090 -8.112
V 6.592 5.530 -10.713
P 8.951 4.758 -5.589
O 8.981 3.336 -6.152
O 7.959 4.500 -4.432
O 8.747 5.687 -6.762
O 10.335 4.579 -4.969
P 7.725 3.467 -10.170
O 8.424 4.812 -10.030
O 8.708 2.492 -9.434
O 7.145 3.570 -11.563
O 6.826 4.129 -9.153
C 13.466 8.845 -5.950
C 12.592 7.885 -6.720
C 12.713 6.401 -6.267
C 14.051 5.919 -6.369
N 15.154 5.531 -6.471
H 13.061 8.888 -4.939
H 13.445 9.871 -6.317
H 14.477 8.444 -5.877
H 12.668 8.063 -7.793
H 11.567 8.148 -6.460
H 12.032 5.906 -6.960
H 12.330 6.381 -5.247
C 10.266 -0.276 -13.653
C 9.444 -0.473 -12.386
C 8.238 0.486 -12.415
C 7.181 0.122 -13.472
N 6.397 -0.113 -14.282
H 9.686 -0.114 -14.561
H 10.858 -1.163 -13.877
H 10.995 0.533 -13.715
H 9.898 -0.182 -11.439
H 9.125 -1.512 -12.300
H 8.594 1.433 -12.821
H 7.859 0.618 -11.401
C 10.489 8.586 -10.616
C 9.904 8.295 -9.186
C 8.486 8.810 -9.066
C 7.612 8.382 -10.152
N 6.962 7.964 -11.036
H 9.886 8.083 -11.373
H 11.527 8.268 -10.711
H 10.508 9.669 -10.735
H 10.463 8.769 -8.379
H 9.883 7.216 -9.028
H 8.404 9.894 -8.982
H 8.110 8.393 -8.132
C 4.765 1.106 -10.071
C 4.477 1.492 -11.503
C 3.347 2.585 -11.599
C 3.717 3.995 -11.279
N 3.967 5.107 -11.012
H 5.027 1.999 -9.504
H 5.664 0.490 -10.033
H 4.053 0.532 -9.478
H 4.108 0.626 -12.053
H 5.353 1.921 -11.988
H 2.530 2.304 -10.934
H 3.040 2.475 -12.639
C 9.200 4.753 -15.726
C 8.384 3.677 -15.008
C 6.894 3.913 -15.089
C 6.517 4.956 -14.085
N 6.176 5.681 -13.244
H 9.240 5.543 -14.976
H 8.722 5.089 -16.646
H 10.229 4.474 -15.954
H 8.719 3.578 -13.975
H 8.604 2.735 -15.510
H 6.297 3.042 -14.819
H 6.512 4.085 -16.095
C 3.516 4.027 -6.615
C 4.285 5.085 -5.883
C 5.508 5.695 -6.487
C 5.462 6.354 -7.813
N 5.329 6.747 -8.886
H 2.841 3.466 -5.969
H 4.087 3.194 -7.024
H 2.794 4.373 -7.354
H 4.686 4.657 -4.964
H 3.486 5.737 -5.529
H 6.231 4.897 -6.661
H 6.023 6.450 -5.893
C 11.467 5.324 -11.902
C 11.398 3.789 -11.892
C 12.238 3.227 -10.677
C 11.720 3.454 -9.315
N 11.243 3.621 -8.262
H 11.027 5.527 -12.879
H 12.475 5.737 -11.937
H 10.808 5.736 -11.138
H 11.580 3.298 -12.848
H 10.342 3.613 -11.688
H 13.299 3.475 -10.716
H 12.208 2.140 -10.755
C 8.615 -1.235 -8.036
C 8.349 0.055 -7.113
C 6.972 0.922 -7.250
C 5.824 0.063 -7.025
N 4.870 -0.596 -6.913
H 9.300 -1.942 -7.569
H 8.912 -1.045 -9.068
H 7.672 -1.775 -8.125
H 9.117 0.810 -7.279
H 8.398 -0.286 -6.079
H 6.985 1.249 -8.290
H 6.818 1.818 -6.648
C 14.048 1.332 -5.462
C 13.457 -0.055 -5.740
C 11.967 -0.074 -6.211
C 11.202 0.522 -5.145
N 10.599 1.009 -4.241
H 13.347 1.813 -4.780
H 14.109 1.988 -6.330
H 15.079 1.254 -5.116
H 13.717 -0.626 -4.849
H 14.100 -0.544 -6.473
H 11.575 -1.087 -6.299
H 11.835 0.449 -7.159

---

Entry 3:
60
Properties=species:S:1:pos:R:3 method="wB97M-V/def2-TZVPD" homo_lumo_gap_ha=0.08021 de_lowest_kcal_mol=20.0 max_force_ha_per_bohr=0.0475 homo_ha=-0.495 lumo_energy_ev=-11.294 spin_multiplicity=1 charge=+2
Al -4.224 -1.234 -0.069
B -1.380 -0.361 0.534
H -1.814 -1.261 1.089
H -0.376 -0.101 1.011
H -1.262 -0.646 -0.561
H -2.025 0.583 0.547
O 1.727 -0.491 6.603
C 1.213 -0.602 5.529
O 0.877 0.444 4.765
C 0.203 0.049 3.611
C -0.359 -1.331 3.955
C 0.738 -1.867 4.858
H 0.937 -0.022 2.797
H -0.541 0.724 3.191
H -0.512 -1.904 3.042
H -1.305 -1.320 4.497
H 1.493 -2.357 4.239
H 0.514 -2.514 5.705
O -2.724 -0.904 -2.662
C -1.892 -0.637 -3.492
O -0.738 -1.335 -3.508
C 0.034 -1.005 -4.683
C -0.849 -0.073 -5.532
C -1.898 0.438 -4.554
H 0.299 -1.897 -5.246
H 0.949 -0.509 -4.356
H -1.230 -0.585 -6.412
H -0.237 0.776 -5.836
H -2.884 0.629 -4.967
H -1.476 1.322 -4.075
N -0.741 2.733 1.437
C 0.150 3.250 2.335
C -0.054 4.630 2.349
C -1.145 4.947 1.561
C -1.491 3.765 0.887
H -0.790 1.746 1.197
H 0.780 2.531 2.833
H 0.473 5.286 3.026
H -1.635 5.906 1.513
H -2.229 3.547 0.132
N 0.936 0.984 -1.062
C 2.226 0.732 -1.384
C 2.657 1.679 -2.332
C 1.615 2.561 -2.457
C 0.506 2.120 -1.704
H 0.333 0.358 -0.521
H 2.647 -0.217 -1.087
H 3.618 1.673 -2.821
H 1.631 3.451 -3.069
H -0.506 2.486 -1.665
N 0.444 -2.644 0.326
C 0.432 -3.786 1.118
C 1.198 -4.725 0.448
C 1.644 -4.164 -0.744
C 1.272 -2.819 -0.745
H -0.112 -1.822 0.582
H -0.104 -3.813 2.052
H 1.403 -5.738 0.757
H 2.177 -4.657 -1.541
H 1.406 -2.011 -1.440

---

Entry 4:
59
Properties=species:S:1:pos:R:3 method="wB97M-V/def2-TZVPD" homo_lumo_gap_ha="0.29067 / 0.31306" max_force_ha_per_bohr=0.0611 homo_ha="-0.325 / -0.324" lumo_energy_ev="-0.925 / -0.306" spin_multiplicity=4
Cr 0.435 1.171 -0.724
O 1.594 1.589 3.225
C 1.819 1.695 2.032
O 1.015 1.320 1.126
C 3.090 2.419 1.569
P 3.800 2.177 -0.155
C 3.385 0.343 -0.346
C 3.691 -0.516 0.762
C 3.287 -1.837 0.750
C 2.608 -2.360 -0.361
C 2.411 -1.576 -1.457
C 2.812 -0.221 -1.476
C 2.586 2.889 -1.263
C 2.847 2.969 -2.625
C 1.926 3.535 -3.487
C 0.632 3.919 -3.110
C 0.401 3.934 -1.751
C 1.330 3.446 -0.850
H 3.897 2.193 2.282
H 2.879 3.446 1.747
H 4.145 -0.132 1.657
H 3.422 -2.594 1.520
H 2.284 -3.405 -0.328
H 1.962 -2.086 -2.307
H 2.628 0.404 -2.397
H 3.810 2.639 -3.096
H 2.053 3.680 -4.535
H -0.099 4.316 -3.764
H -0.511 4.316 -1.391
H 1.021 3.529 0.190
O -0.349 -0.650 -0.233
C -1.708 -0.580 0.288
C -2.148 0.954 0.300
O -3.177 1.336 0.718
O -1.230 1.743 -0.280
C -1.680 -1.157 1.749
C -2.097 -2.474 1.918
C -2.049 -3.068 3.186
C -1.431 -2.368 4.232
C -1.167 -0.980 4.059
C -1.172 -0.428 2.775
C -2.684 -1.355 -0.597
C -4.020 -1.300 -0.245
C -4.975 -1.996 -0.916
C -4.620 -2.785 -1.986
C -3.286 -2.770 -2.371
C -2.267 -2.057 -1.710
H 0.119 -0.846 0.584
H -2.599 -3.043 1.117
H -2.427 -4.070 3.268
H -1.250 -2.836 5.309
H -0.697 -0.473 4.913
H -0.702 0.504 2.724
H -4.290 -0.679 0.578
H -5.986 -2.082 -0.531
H -5.352 -3.426 -2.523
H -2.980 -3.355 -3.213
H -1.214 -2.048 -2.023
F 0.281 1.087 -2.529